(1)
Formula: C23H55BrN3O9
Source: the Open Molecules 2025 dataset
Level of theory: ωB97M-V/def2-TZVPD

Output
Kohn-Sham gap = 7.243 eV
Net charge = +1
HOMO level = -10.77 eV

Each line ends with the Mulliken charge.
Element x y z (Å)
C (-0.8976, -1.2258, -1.5721)  -1.248
C (-1.2553, -0.2017, -2.6338)  0.332
C (-0.9099, 1.2527, -2.2251)  -1.044
N (0.2798, 1.5762, -3.0176)  -0.168
C (0.3283, 0.7271, -4.0654)  0.202
N (1.0826, 0.8574, -5.1164)  -0.144
C (2.0127, 1.9600, -5.3560)  0.100
C (3.3169, 1.5399, -6.0595)  -0.818
C (3.7599, 0.1020, -5.8281)  -0.541
Br (5.0421, -0.4065, -7.1966)  -0.112
N (-0.5650, -0.3630, -3.9577)  0.005
O (0.2447, -1.5483, -4.0380)  -0.388
H (0.1743, -1.3222, -1.4121)  0.402
H (-1.3655, -0.9156, -0.6442)  0.220
H (-1.2654, -2.2031, -1.8650)  0.408
H (-2.3167, -0.2671, -2.8427)  0.328
H (-1.7072, 1.8916, -2.5954)  0.225
H (-0.7833, 1.4372, -1.1677)  0.581
H (1.1516, 1.7665, -2.5431)  0.351
H (0.9789, 0.1261, -5.8039)  0.342
H (2.2596, 2.4398, -4.4138)  -0.191
H (1.4891, 2.7086, -5.9463)  0.321
H (3.2650, 1.7495, -7.1225)  0.491
H (4.1018, 2.1790, -5.6632)  0.334
H (4.2630, -0.0305, -4.8778)  0.372
H (2.9699, -0.6343, -5.9042)  0.266
H (0.9936, -1.4565, -3.4338)  0.324
C (3.7577, 5.2130, -2.3872)  -0.636
O (3.0171, 4.8374, -1.2378)  -0.379
C (2.4556, 5.9467, -0.5431)  -0.570
C (0.9946, 6.1480, -0.8785)  -0.260
O (0.7906, 6.4599, -2.2489)  -0.426
C (0.4984, 5.3262, -3.0287)  -0.655
H (3.8843, 4.3218, -3.0039)  0.091
H (3.2422, 5.9773, -2.9718)  0.348
H (4.7474, 5.5818, -2.1042)  0.341
H (3.0247, 6.8556, -0.7551)  0.344
H (2.5420, 5.7379, 0.5263)  0.390
H (0.6049, 6.9833, -0.2921)  0.438
H (0.4233, 5.2532, -0.6063)  0.132
H (-0.5498, 5.0278, -2.8970)  0.385
H (1.1448, 4.4840, -2.7620)  0.193
H (0.6608, 5.5790, -4.0764)  0.292
C (-4.0671, -3.8819, 3.7068)  -0.709
O (-2.7296, -3.6832, 4.1305)  -0.429
C (-1.7614, -4.0276, 3.1551)  0.193
C (-1.2490, -2.8187, 2.4054)  -0.586
O (-2.2641, -2.1757, 1.6451)  -0.352
C (-2.8322, -1.0508, 2.2980)  -0.863
H (-4.7114, -3.3196, 4.3803)  0.258
H (-4.2267, -3.5270, 2.6864)  0.280
H (-4.3346, -4.9417, 3.7659)  0.335
H (-2.1626, -4.7674, 2.4556)  0.328
H (-0.9211, -4.4866, 3.6776)  -0.219
H (-0.4768, -3.1512, 1.7046)  0.397
H (-0.7912, -2.1092, 3.1021)  0.324
H (-2.1773, -0.1775, 2.1965)  0.263
H (-3.0097, -1.2361, 3.3577)  0.464
H (-3.7847, -0.8311, 1.8173)  0.317
C (-1.6118, 4.8478, 3.7295)  -0.705
O (-2.4540, 5.0232, 2.6014)  -0.405
C (-2.3653, 3.9829, 1.6525)  -0.389
C (-3.4765, 2.9630, 1.7971)  -0.438
O (-3.4207, 2.2697, 3.0279)  -0.262
C (-4.3028, 2.7849, 4.0156)  -0.844
H (-1.9698, 5.5144, 4.5111)  0.263
H (-1.6399, 3.8214, 4.1000)  0.304
H (-0.5795, 5.1166, 3.4818)  0.285
H (-1.3895, 3.4861, 1.7189)  0.307
H (-2.4445, 4.4426, 0.6606)  0.334
H (-3.3648, 2.2161, 1.0014)  0.225
H (-4.4511, 3.4437, 1.6687)  0.400
H (-5.3234, 2.4309, 3.8396)  0.315
H (-4.2983, 3.8757, 4.0317)  0.358
H (-3.9642, 2.4155, 4.9814)  0.264
C (3.7351, -7.4496, 2.0859)  -0.678
O (3.0412, -7.8928, 3.2373)  -0.368
C (2.4635, -6.8472, 3.9972)  -0.703
C (0.9893, -6.6685, 3.7052)  -0.293
O (0.7444, -6.2723, 2.3624)  -0.278
C (0.3965, -7.3574, 1.5178)  -0.885
H (3.8690, -8.3101, 1.4327)  0.248
H (3.1769, -6.6805, 1.5474)  0.267
H (4.7204, -7.0573, 2.3587)  0.323
H (2.9999, -5.9078, 3.8274)  0.339
H (2.5766, -7.1123, 5.0522)  0.387
H (0.6023, -5.8798, 4.3570)  0.334
H (0.4443, -7.5888, 3.9348)  0.336
H (-0.6580, -7.6235, 1.6477)  0.327
H (1.0137, -8.2355, 1.7127)  0.406
H (0.5538, -7.0381, 0.4884)  0.248


(2)
Formula: H18O9
Source: the Open Molecules 2025 dataset
Level of theory: ωB97M-V/def2-TZVPD

Output
ΔE to the lowest compared entry with this formula, charge and spin = 175.03 kcal per mole
Kohn-Sham gap = 8.330 eV
HOMO level = -8.77 eV

Each line ends with the Mulliken charge.
Element x y z (Å)
H (-0.5422, 0.6386, -0.8575)  0.318
H (0.1406, -0.3883, 0.0870)  0.323
H (-2.9326, -0.3925, 0.7907)  0.201
H (-3.0262, -0.1412, -0.7333)  0.147
H (-2.3938, -2.6102, 0.4621)  0.341
H (-3.2371, -2.7863, -0.8667)  0.313
H (3.2722, 1.6722, -1.2063)  0.302
H (3.7121, 3.0224, -0.7932)  0.288
H (-1.8207, 2.8722, 0.0575)  0.347
H (-0.9005, 2.8105, -1.0152)  0.290
H (2.5229, 0.9255, 3.7691)  0.339
H (3.1685, 0.0913, 2.5711)  0.303
H (0.2038, -3.1893, -0.0443)  0.315
H (-0.9210, -3.2431, -1.0579)  0.273
H (5.4366, -1.1935, -0.9631)  0.336
H (4.0545, -1.5703, -0.6418)  0.267
H (-3.7118, 1.5799, -0.3422)  0.305
H (-3.0274, 1.4905, 1.0616)  0.296
O (-0.0180, 0.6295, -0.0480)  -0.654
O (-2.9398, -0.8423, -0.0493)  -0.373
O (-3.2846, -2.5613, 0.1331)  -0.642
O (3.6868, 2.4772, -1.4846)  -0.588
O (-1.7028, 3.2242, -0.8335)  -0.586
O (3.1438, 0.1405, 3.5530)  -0.642
O (-0.0499, -2.8629, -0.8519)  -0.603
O (4.7090, -1.8495, -1.2045)  -0.603
O (-3.5425, 2.0563, 0.5080)  -0.613


(3)
Formula: C3H5FN2
Source: the Open Molecules 2025 dataset
Level of theory: ωB97M-V/def2-TZVPD

Output
ΔE to the lowest compared entry with this formula, charge and spin = 87.71 kcal per mole
Kohn-Sham gap (alpha / beta) = 7.562 / 7.567 eV
HOMO level (alpha / beta) = -8.70 / -8.70 eV

Each line ends with the Mulliken charge.
Element x y z (Å)
C (-0.4374, -0.8800, 0.6217)  -0.172
C (0.8739, -0.6169, 0.7155)  -0.141
C (-0.9356, -0.0723, -0.5704)  -0.382
N (0.3107, 0.6365, -0.9144)  0.329
N (1.3119, 0.3421, -0.2229)  -0.416
F (1.0411, 1.9938, 1.2925)  -0.705
H (-1.1085, -1.6295, 1.1114)  0.334
H (1.6353, -0.8985, 1.5650)  0.319
H (-1.4449, -0.5993, -1.4286)  0.298
H (-1.7681, 0.7181, -0.3483)  0.265
H (0.5216, 1.0060, -1.8216)  0.270


(4)
Formula: C19H25BrN2O5S
Source: the Open Molecules 2025 dataset
Level of theory: ωB97M-V/def2-TZVPD

Output
ΔE to the lowest compared entry with this formula, charge and spin = 0.82 kcal per mole
Kohn-Sham gap = 9.018 eV
HOMO level = -8.85 eV
SMILES = CCC(=O)N1CCc2cc(Br)cc(S(=O)(=O)CCC(=O)NC[C@@H]3CCCO3)c21

Each line ends with the Mulliken charge.
Element x y z (Å)
C (3.3242, 1.2968, -2.0428)  -0.901
H (3.1274, 2.3649, -2.0158)  0.246
H (2.3740, 0.7787, -2.1464)  0.137
H (3.9425, 1.0822, -2.9106)  0.405
C (4.0293, 0.8294, -0.7683)  -0.824
C (3.0495, 0.7880, 0.3768)  0.523
O (2.7158, -0.2446, 0.9229)  -0.607
N (2.5101, 1.9822, 0.7714)  0.476
C (1.4902, 2.0408, 1.7137)  -0.123
C (0.4323, 1.1703, 1.8975)  -0.345
C (-0.4589, 1.4190, 2.9327)  -0.777
C (-0.2859, 2.5204, 3.7497)  -0.365
C (0.7354, 3.4428, 3.5281)  -0.583
C (1.6091, 3.1970, 2.4972)  0.624
C (2.7755, 4.0008, 2.0016)  -0.867
H (3.6043, 3.9414, 2.7114)  0.308
H (2.5249, 5.0508, 1.8608)  0.421
C (3.1182, 3.3044, 0.6702)  -0.672
H (2.6692, 3.8472, -0.1683)  0.257
H (4.1923, 3.2284, 0.5066)  0.362
H (0.8228, 4.3240, 4.1444)  0.504
Br (-1.4973, 2.8202, 5.1750)  -0.207
H (-1.3038, 0.7600, 3.0534)  0.556
S (-0.0747, -0.0878, 0.6945)  1.897
O (0.5109, 0.2433, -0.5858)  -0.771
O (-1.5144, -0.0430, 0.7350)  -0.794
C (0.4210, -1.7474, 1.2800)  -1.098
C (0.8891, -2.6120, 0.1241)  -0.702
C (-0.2859, -3.0401, -0.7551)  0.480
O (-0.8509, -4.1040, -0.5952)  -0.662
N (-0.5964, -2.1587, -1.7226)  0.122
H (-0.1879, -1.2337, -1.6786)  0.300
C (-1.7451, -2.3259, -2.5811)  -1.202
H (-2.0083, -3.3863, -2.5780)  0.466
H (-1.4803, -2.0241, -3.5984)  0.217
C (-2.9458, -1.4852, -2.1118)  0.559
H (-2.6208, -0.4413, -2.0123)  0.209
O (-3.9749, -1.5156, -3.0928)  -0.525
C (-5.0481, -2.2917, -2.5992)  -0.523
C (-5.0495, -2.0575, -1.0903)  -0.625
H (-5.5641, -2.8456, -0.5457)  0.349
H (-5.5186, -1.0994, -0.8648)  0.291
C (-3.5506, -2.0051, -0.7947)  -0.275
H (-3.2997, -1.3475, 0.0337)  -0.003
H (-3.1689, -3.0035, -0.5810)  0.356
H (-5.9559, -1.9553, -3.1025)  0.344
H (-4.8856, -3.3561, -2.8245)  0.270
H (1.6255, -2.0542, -0.4537)  0.289
H (1.3537, -3.5158, 0.5233)  0.452
H (-0.4710, -2.1471, 1.7558)  0.684
H (1.2167, -1.5923, 2.0009)  0.574
H (4.8790, 1.4753, -0.5389)  0.336
H (4.4004, -0.1877, -0.9013)  0.434


(5)
Formula: C29H57BN6O7P
Source: the Open Molecules 2025 dataset
Level of theory: ωB97M-V/def2-TZVPD

Output
ΔE to the lowest compared entry with this formula, charge and spin = 0.00 kcal per mole
Kohn-Sham gap = 8.699 eV
Net charge = +1
HOMO level = -11.58 eV

Each line ends with the Mulliken charge.
Element x y z (Å)
C (-3.5479, 3.3455, 1.6562)  -1.492
C (-2.7221, 3.2594, 0.3756)  0.225
C (-2.9642, 1.9614, -0.4007)  -1.240
C (-2.0757, 0.7972, 0.0308)  0.274
O (-1.6151, 0.1270, -1.1488)  -0.401
C (-0.8867, -1.0402, -0.9734)  -0.202
C (-1.6755, -2.1462, -0.2426)  -1.434
C (-3.1528, -2.2366, -0.6675)  -1.397
C (-3.5926, -3.6515, -1.0879)  0.886
C (-3.9772, -4.5197, 0.1229)  -1.380
C (-4.7460, -3.5480, -2.0864)  -1.700
C (-0.5006, -1.5609, -2.3781)  1.577
C (-0.1445, -0.4941, -3.4331)  -0.775
C (-0.6950, -0.8125, -4.8357)  -1.353
C (0.3119, -1.4416, -5.7981)  -0.661
N (1.4465, -0.5694, -6.0930)  -0.576
C (0.5679, -2.6599, -2.2706)  -1.843
N (1.4922, -2.5391, -1.1052)  -0.131
C (1.0865, -1.8964, -0.0100)  -0.822
N (1.4083, -2.3137, 1.1893)  0.118
B (1.0494, -1.6222, 2.5013)  0.355
N (0.0907, -2.2155, 3.3356)  -0.450
O (1.7572, -0.5430, 2.9108)  -0.590
N (0.3299, -0.7278, -0.1316)  1.656
C (1.1630, 0.3928, -0.6807)  0.856
C (1.5095, 1.4516, 0.3735)  -2.068
C (1.0340, 2.8638, -0.0251)  -0.269
P (2.3484, 3.6396, -0.9953)  0.881
O (3.6420, 3.4657, -0.3326)  -0.866
O (1.9581, 5.1460, -1.2732)  -0.389
C (0.7642, 5.8302, -0.8506)  -0.373
C (-0.4843, 5.4912, -1.6355)  -0.402
O (2.3484, 2.8984, -2.4023)  -0.380
C (1.2572, 2.9236, -3.3325)  1.430
C (1.4214, 4.0190, -4.3740)  -1.659
H (-4.6117, 3.3059, 1.4146)  0.366
H (-3.3509, 4.2677, 2.2024)  0.423
H (-3.3325, 2.5045, 2.3216)  0.290
H (-2.9958, 4.0997, -0.2682)  0.334
H (-1.6586, 3.3719, 0.6113)  -0.133
H (-2.8066, 2.1109, -1.4722)  0.379
H (-4.0121, 1.6728, -0.2838)  0.547
H (-2.6321, 0.0909, 0.6529)  0.407
H (-1.2221, 1.1554, 0.6167)  -0.096
H (-1.5899, -1.9821, 0.8347)  0.317
H (-1.2047, -3.1141, -0.4518)  0.711
H (-3.7791, -1.9284, 0.1732)  0.789
H (-3.3538, -1.5437, -1.4880)  0.402
H (-2.7447, -4.1040, -1.6184)  0.131
H (-4.2509, -3.8986, 0.9787)  0.289
H (-3.1721, -5.1904, 0.4291)  0.299
H (-4.8413, -5.1433, -0.1079)  0.415
H (-5.5656, -2.9593, -1.6638)  0.353
H (-4.4267, -3.0416, -3.0008)  0.350
H (-5.1333, -4.5311, -2.3542)  0.471
H (-1.4026, -2.0652, -2.7399)  0.774
H (0.9483, -0.4286, -3.5062)  0.603
H (-0.4925, 0.4860, -3.1175)  0.094
H (-1.5522, -1.4870, -4.7532)  0.366
H (-1.0609, 0.1093, -5.2976)  0.410
H (-0.2198, -1.6606, -6.7285)  0.419
H (0.6579, -2.4031, -5.3994)  0.269
H (1.4093, 0.3115, -5.5995)  0.204
H (2.3446, -0.9971, -5.9235)  0.273
H (1.1830, -2.6333, -3.1690)  0.471
H (0.1200, -3.6542, -2.2264)  0.315
H (1.8636, -3.4540, -0.8719)  0.384
H (1.9375, -3.1780, 1.2531)  0.288
H (-0.2786, -1.6039, 4.0536)  0.214
H (-0.6598, -2.7452, 2.9176)  0.211
H (2.4108, -0.2032, 2.2836)  0.278
H (0.6073, 0.8555, -1.4894)  -0.654
H (2.0761, -0.0071, -1.1285)  0.613
H (1.0165, 1.1849, 1.3073)  0.744
H (2.5923, 1.4945, 0.5127)  0.468
H (0.8940, 3.4775, 0.8677)  0.814
H (0.0769, 2.8071, -0.5486)  -0.683
H (0.9986, 6.8835, -0.9963)  0.388
H (0.6223, 5.6914, 0.2237)  0.302
H (-1.2560, 6.2150, -1.3638)  0.438
H (-0.3076, 5.5915, -2.7063)  0.206
H (-0.8864, 4.5023, -1.4090)  -0.217
H (0.3002, 3.0026, -2.8070)  -0.364
H (1.2769, 1.9419, -3.8101)  -0.180
H (2.0294, 3.6817, -5.2116)  0.403
H (0.4476, 4.3320, -4.7545)  0.388
H (1.8949, 4.8944, -3.9307)  0.379
C (2.7286, -1.7675, 5.9028)  -0.206
C (2.7962, -2.9906, 6.5570)  -0.516
C (3.5637, -3.1250, 7.7033)  -0.395
C (4.2469, -2.0179, 8.1687)  -0.020
C (4.1982, -0.7906, 7.5358)  -0.429
C (3.4284, -0.6713, 6.3894)  -0.518
N (5.0590, -2.1510, 9.3983)  1.009
O (5.1008, -3.2444, 9.9235)  -0.598
O (5.6268, -1.1576, 9.8021)  -0.595
H (2.1296, -1.6615, 5.0087)  0.460
H (2.2482, -3.8431, 6.1784)  0.394
H (3.6340, -4.0642, 8.2309)  0.474
H (4.7508, 0.0459, 7.9359)  0.466
H (3.3750, 0.2798, 5.8768)  0.402


(6)
Formula: C2HF3N2O
Source: the Open Molecules 2025 dataset
Level of theory: ωB97M-V/def2-TZVPD

Output
ΔE to the lowest compared entry with this formula, charge and spin = 132.42 kcal per mole
Kohn-Sham gap (alpha / beta) = 9.424 / 8.651 eV
HOMO level (alpha / beta) = -9.00 / -8.34 eV

Each line ends with the Mulliken charge.
Element x y z (Å)
C (2.5817, -0.7117, -0.7388)  0.436
C (-1.8977, 0.0564, -0.1079)  0.026
N (1.5399, -0.7121, -1.1902)  -0.257
N (-0.1718, 1.3236, 1.0092)  -0.006
O (-1.0415, 0.9850, 0.1348)  -0.053
F (3.7464, -0.7529, -0.2691)  -0.177
F (-2.3390, 0.0769, -1.3396)  -0.196
F (-0.2117, 0.4311, 2.0468)  -0.214
H (-2.2062, -0.6962, 0.4549)  0.441